# 1
The following is a DFT calculation (ωB97M-V with the def2-TZVPD basis set) of the molecule C3H7NO.

The geometry in ORCA input format:
```
! wB97M-V def2-TZVPD RIJCOSX def2/J DEFGRID3
* xyz 0 1
C 0.321 1.629 -0.793
O -0.599 0.705 -0.262
C -0.126 -0.642 -0.253
N 1.077 -0.994 -0.693
C -0.348 -1.205 1.185
H 1.252 1.656 -0.211
H 0.591 1.388 -1.830
H -0.167 2.605 -0.750
H -0.814 -1.200 -0.936
H -1.336 -0.886 1.512
H -0.255 -2.292 1.190
H 0.405 -0.762 1.842
*
```

The calculation puts the HOMO-LUMO gap (spin up / spin down) at 8.662 / 8.647 eV. For the relative energy (zero: lowest compared OMol25 entry of this formula, charge and spin), the calculation gives 117.0 kcal/mol.



# 2
The following is a DFT calculation (ωB97M-V with the def2-TZVPD basis set) of a structure of composition C15H15Cl2F6N3O7PdS2.

The geometry in ORCA input format:
```
! wB97M-V def2-TZVPD RIJCOSX def2/J DEFGRID3
* xyz 2 1
Pd -0.053 -0.159 0.438
Cl 3.258 -5.182 4.846
C 2.395 -3.868 4.325
C 1.278 -3.443 5.046
C 0.578 -2.363 4.580
Cl -0.747 -1.761 5.362
C 0.970 -1.670 3.271
O 0.251 -0.813 2.833
C 2.221 -2.144 2.610
C 2.799 -1.449 1.409
O 2.307 -0.482 0.892
C 2.875 -3.193 3.121
H 0.983 -3.958 5.951
H 3.744 -1.879 1.041
H 3.784 -3.571 2.666
F 0.237 -1.861 -4.848
C -0.312 -0.808 -4.289
F 0.320 0.298 -4.651
F -1.591 -0.726 -4.597
S -0.092 -0.949 -2.455
O 1.307 -1.169 -2.235
O -0.631 0.264 -1.815
N -1.009 -2.204 -2.094
S -1.342 -2.314 -0.588
O -2.326 -1.414 -0.043
O -0.086 -2.225 0.251
C -2.025 -4.028 -0.440
F -3.132 -4.076 -1.139
F -1.148 -4.913 -0.875
F -2.272 -4.229 0.847
C -2.656 2.846 0.744
N -1.582 3.151 -0.196
C -1.836 4.184 -1.203
C -1.130 3.803 -2.488
C 0.351 3.642 -2.212
N 0.578 2.854 -0.992
C 1.902 2.260 -0.850
C -0.392 2.567 -0.131
O -0.162 1.729 0.854
H -2.818 3.690 1.416
H -2.407 1.970 1.330
H -3.570 2.658 0.183
H -1.493 5.154 -0.830
H -2.913 4.243 -1.344
H -1.281 4.568 -3.248
H -1.548 2.867 -2.862
H 0.840 4.611 -2.091
H 0.843 3.120 -3.033
H 2.623 2.940 -1.299
H 1.960 1.298 -1.366
H 2.148 2.134 0.200
*
```

The calculation puts the HOMO-LUMO gap (spin up / spin down) at 3.933 / 3.934 eV. For the relative energy (zero: lowest compared OMol25 entry of this formula, charge and spin), the calculation gives 13.6 kcal/mol.



# 3
The following is a DFT calculation (ωB97M-V with the def2-TZVPD basis set) of a cluster of 2 separate species, C3H7NO3 in total.

The geometry in ORCA input format:
```
! wB97M-V def2-TZVPD RIJCOSX def2/J DEFGRID3
* xyz 0 1
C -0.743 -0.239 0.380
C -0.068 -0.519 -0.907
C -0.425 1.277 0.773
H 0.463 -1.825 0.553
H 0.778 -0.548 1.683
H -1.767 -0.563 0.437
H -0.916 1.887 0.102
H -1.161 1.402 1.657
H 0.975 1.855 2.512
H 0.053 0.172 -2.646
N -0.112 -1.136 1.382
O 0.804 -1.330 -1.162
O 0.966 1.432 1.019
O -0.549 0.205 -1.788
*
```

The calculation puts the HOMO-LUMO gap at 8.221 eV. For the relative energy (zero: lowest compared OMol25 entry of this formula, charge and spin), the calculation gives 143.5 kcal/mol.



# 4
The following is a DFT calculation (ωB97M-V with the def2-TZVPD basis set) of a cluster of 5 separate species, C24H27BrN5O9P2 in total.

The geometry in ORCA input format:
```
! wB97M-V def2-TZVPD RIJCOSX def2/J DEFGRID3
* xyz -1 1
N 2.691 1.075 -0.581
P 3.508 -0.300 -0.545
P 3.975 -1.112 1.494
O 2.432 -1.886 1.330
Br 4.995 -3.034 0.412
H 1.837 0.931 -1.095
H 4.775 -0.133 -1.158
H 2.858 -1.321 -1.257
H 5.279 -0.499 1.480
H 4.218 -1.725 2.768
H 3.395 0.057 2.089
H 2.120 -2.175 2.194
C -2.735 -1.731 2.002
C -1.474 -1.285 1.646
C -0.692 -0.585 2.540
C -1.199 -0.329 3.800
C -2.463 -0.747 4.175
C -3.235 -1.455 3.267
N -0.383 0.401 4.782
O 0.713 0.767 4.444
O -0.869 0.586 5.884
H -3.318 -2.292 1.288
H -1.083 -1.493 0.662
H 0.295 -0.253 2.241
H -2.841 -0.533 5.162
H -4.221 -1.795 3.550
C 6.700 4.211 -4.012
C 7.172 3.060 -4.628
C 6.344 1.961 -4.770
C 5.051 2.041 -4.298
C 4.563 3.169 -3.675
C 5.399 4.262 -3.534
N 4.162 0.881 -4.447
O 4.630 -0.133 -4.922
O 3.024 1.015 -4.071
H 7.350 5.067 -3.899
H 8.187 3.017 -4.992
H 6.699 1.057 -5.238
H 3.556 3.186 -3.291
H 5.036 5.151 -3.041
C 0.585 -3.765 -4.090
C -0.789 -3.575 -4.156
C -1.554 -3.645 -3.006
C -0.921 -3.910 -1.809
C 0.442 -4.105 -1.720
C 1.198 -4.029 -2.875
N -1.713 -3.951 -0.576
O -2.909 -3.726 -0.640
O -1.126 -4.167 0.457
H 1.181 -3.696 -4.989
H -1.264 -3.363 -5.102
H -2.620 -3.492 -3.041
H 0.910 -4.292 -0.766
H 2.268 -4.164 -2.822
C -4.833 1.726 3.394
C -5.310 2.732 4.223
C -6.481 3.396 3.906
C -7.157 3.036 2.758
C -6.698 2.042 1.916
C -5.525 1.385 2.242
N -8.409 3.728 2.424
O -8.782 4.609 3.167
O -9.000 3.377 1.427
H -3.922 1.205 3.643
H -4.768 2.997 5.118
H -6.862 4.179 4.542
H -7.246 1.785 1.024
H -5.148 0.604 1.597
*
```

The calculation puts the HOMO-LUMO gap at 5.242 eV.



# 5
The following is a DFT calculation (ωB97M-V with the def2-TZVPD basis set) of the molecule C3H4O3.

The geometry in ORCA input format:
```
! wB97M-V def2-TZVPD RIJCOSX def2/J DEFGRID3
* xyz 0 1
O 1.911 0.632 -0.319
C 1.367 -0.376 0.489
C -0.113 -0.542 0.578
O -0.646 0.318 -0.287
C -2.047 0.230 -0.383
O -2.584 -0.594 -1.043
H 1.216 0.927 -0.924
H 1.717 -1.382 0.187
H 1.723 -0.247 1.521
H -2.524 1.040 0.181
*
```

The calculation puts the HOMO-LUMO gap at 9.940 eV. For the relative energy (zero: lowest compared OMol25 entry of this formula, charge and spin), the calculation gives 87.9 kcal/mol.



# 6
The following is a DFT calculation (ωB97M-V with the def2-TZVPD basis set) of the molecule C3H6N4S.

The geometry in ORCA input format:
```
! wB97M-V def2-TZVPD RIJCOSX def2/J DEFGRID3
* xyz 0 1
C 0.961 0.924 0.539
C -0.299 -0.449 -1.166
C -0.555 -1.694 0.761
H -1.267 2.544 -1.086
H 1.369 -0.024 0.971
H 0.499 2.819 0.631
H -0.555 -0.521 -2.229
H -1.080 -0.972 1.455
H 0.437 -3.284 0.646
N 0.125 0.773 -0.664
N 1.144 2.041 1.083
N -0.578 -1.570 -0.578
N -0.051 -2.716 1.330
S -0.151 2.128 -1.696
*
```

The calculation puts the HOMO-LUMO gap at 9.841 eV. The SMILES is [H]/N=C\N=C/N(S)/C=N\[H]. For the relative energy (zero: lowest compared OMol25 entry of this formula, charge and spin), the calculation gives 59.8 kcal/mol.



# 7
The following is a DFT calculation (ωB97M-V with the def2-TZVPD basis set) of a cluster of 8 separate species, C16H32Br16 in total.

The geometry in ORCA input format:
```
! wB97M-V def2-TZVPD RIJCOSX def2/J DEFGRID3
* xyz 0 1
Br 4.797 4.490 -2.798
C 4.363 2.694 -3.429
C 3.159 2.248 -2.616
Br 2.292 0.612 -3.295
H 5.282 2.175 -3.329
H 4.061 2.777 -4.434
H 2.357 2.982 -2.735
H 3.265 2.145 -1.537
Br 1.385 -6.537 -3.009
C 1.187 -4.610 -2.639
C -0.249 -4.409 -2.248
Br -1.619 -4.584 -3.635
H 1.532 -4.036 -3.466
H 1.898 -4.367 -1.790
H -0.295 -3.500 -1.674
H -0.589 -5.170 -1.516
Br 1.347 4.778 0.198
C 3.133 3.997 0.405
C 3.036 2.629 1.073
Br 4.776 1.707 1.390
H 3.607 4.723 1.065
H 3.655 4.016 -0.536
H 2.447 1.871 0.527
H 2.658 2.634 2.064
Br -0.181 -2.542 4.423
C 0.381 -3.793 3.019
C 1.932 -3.549 2.899
Br 2.632 -4.530 1.411
H -0.194 -3.616 2.053
H 0.197 -4.838 3.397
H 2.493 -3.843 3.763
H 2.068 -2.488 2.717
Br -2.462 -2.177 1.449
C -4.235 -2.439 0.754
C -4.305 -1.805 -0.611
Br -5.910 -2.160 -1.598
H -4.832 -1.965 1.512
H -4.375 -3.565 0.730
H -3.401 -2.147 -1.167
H -4.221 -0.733 -0.458
Br -0.452 3.111 3.515
C -1.994 3.194 4.686
C -1.922 2.222 5.826
Br -2.569 0.471 5.209
H -2.835 2.960 4.064
H -2.075 4.209 4.976
H -2.533 2.418 6.673
H -0.882 2.062 6.161
Br -0.771 3.495 -3.745
C -0.976 1.584 -3.514
C -2.450 1.064 -3.773
Br -2.433 -0.883 -3.830
H -0.587 1.510 -2.545
H -0.340 1.064 -4.181
H -2.699 1.435 -4.768
H -3.110 1.556 -3.021
Br -2.417 1.906 -0.378
C -0.953 1.179 0.666
C -0.131 0.171 -0.187
Br 1.263 -0.409 0.953
H -1.443 0.651 1.450
H -0.384 2.024 0.992
H 0.329 0.621 -1.047
H -0.706 -0.693 -0.511
*
```

The calculation puts the HOMO-LUMO gap at 10.288 eV. The SMILES is BrCCBr.BrCCBr.BrCCBr.BrCCBr.BrCCBr.BrCCBr.BrCCBr.BrCCBr. For the relative energy (zero: lowest compared OMol25 entry of this formula, charge and spin), the calculation gives 35.2 kcal/mol.



# 8
The following is a DFT calculation (ωB97M-V with the def2-TZVPD basis set) of a structure of composition C18H32N10O5PbS2.

The geometry in ORCA input format:
```
! wB97M-V def2-TZVPD RIJCOSX def2/J DEFGRID3
* xyz 1 2
Pb 0.872 0.882 -0.470
O 1.838 3.100 0.287
N 2.934 3.493 -0.302
C 2.830 4.271 -1.396
C 3.945 4.710 -2.072
C 5.206 4.329 -1.637
C 5.305 3.513 -0.531
C 4.167 3.101 0.173
S 4.278 2.105 1.549
H 1.813 4.497 -1.678
H 3.810 5.332 -2.945
H 6.094 4.640 -2.169
H 6.259 3.163 -0.167
N 1.092 0.951 2.044
C 1.608 -0.368 2.427
C 1.891 -0.502 3.929
C 3.015 -1.504 4.276
C 2.592 -2.573 5.278
N 1.510 -3.323 4.663
C 0.882 -4.353 5.160
N -0.185 -4.835 4.493
N 1.247 -4.923 6.318
C 0.668 -1.439 1.825
O 0.446 -2.497 2.460
O 0.175 -1.170 0.703
H 1.794 1.680 2.158
H 0.257 1.197 2.565
H 2.550 -0.479 1.880
H 0.966 -0.762 4.453
H 2.183 0.486 4.290
H 3.881 -0.976 4.674
H 3.355 -2.013 3.370
H 2.257 -2.115 6.215
H 3.438 -3.230 5.497
H 1.126 -2.932 3.752
H -0.396 -4.419 3.595
H -0.522 -5.763 4.674
H 2.069 -4.608 6.800
H 0.721 -5.678 6.718
N -1.917 0.679 -0.371
C -2.166 0.145 -1.719
C -3.580 -0.418 -1.891
C -3.752 -1.356 -3.105
C -4.906 -0.955 -4.020
N -4.601 0.374 -4.514
C -5.272 1.072 -5.386
N -4.868 2.331 -5.639
N -6.357 0.589 -6.013
C -1.756 1.260 -2.731
O -2.611 1.648 -3.580
O -0.606 1.703 -2.612
H -2.051 -0.041 0.331
H -2.543 1.452 -0.172
H -1.452 -0.675 -1.864
H -4.282 0.419 -1.950
H -3.831 -0.966 -0.980
H -3.907 -2.382 -2.774
H -2.839 -1.358 -3.707
H -5.853 -0.954 -3.468
H -4.991 -1.667 -4.847
H -3.754 0.864 -4.065
H -4.004 2.633 -5.207
H -5.172 2.808 -6.468
H -6.645 -0.361 -5.869
H -6.882 1.152 -6.657
S 5.257 0.500 -2.204
C 4.103 0.316 -1.107
N 3.268 0.204 -0.273
*
```

The calculation puts the HOMO-LUMO gap (spin up / spin down) at 7.873 / 5.685 eV. The expectation value of S² is 0.7735. For the relative energy (zero: lowest compared OMol25 entry of this formula, charge and spin), the calculation gives 7.1 kcal/mol.



# 9
The following is a DFT calculation (ωB97M-V with the def2-TZVPD basis set) of the molecule C6H6.

The geometry in ORCA input format:
```
! wB97M-V def2-TZVPD RIJCOSX def2/J DEFGRID3
* xyz 0 1
C 0.213 -1.465 2.187
C 0.008 -2.611 2.539
C 0.943 -0.614 1.424
C 0.579 0.133 0.240
C -0.507 0.035 -0.513
C -0.798 1.040 -1.584
H 1.853 -0.356 1.915
H 1.297 0.929 -0.100
H -1.101 -0.888 -0.513
H -0.605 0.495 -2.478
H -0.015 1.910 -1.429
H -1.867 1.390 -1.687
*
```

The calculation puts the HOMO-LUMO gap (spin up / spin down) at 8.083 / 8.085 eV. For the relative energy (zero: lowest compared OMol25 entry of this formula, charge and spin), the calculation gives 136.0 kcal/mol.



# 10
The following is a DFT calculation (ωB97M-V with the def2-TZVPD basis set) of the molecule C6H7N.

The geometry in ORCA input format:
```
! wB97M-V def2-TZVPD RIJCOSX def2/J DEFGRID3
* xyz 0 1
C 1.055 0.579 0.918
C -0.250 0.369 0.145
C -0.017 -0.247 -1.241
C 0.493 1.073 -2.308
N 1.440 0.360 -2.145
C -1.177 -0.523 0.870
C -1.926 -1.278 1.430
H 1.581 -0.370 1.061
H 1.715 1.256 0.371
H 0.854 1.008 1.903
H -0.740 1.339 0.007
H 0.508 -1.200 -1.160
H -0.943 -0.426 -1.790
H -2.593 -1.940 1.939
*
```

The calculation puts the HOMO-LUMO gap at 11.464 eV. For the relative energy (zero: lowest compared OMol25 entry of this formula, charge and spin), the calculation gives 107.7 kcal/mol.



# 11
The following is a DFT calculation (ωB97M-V with the def2-TZVPD basis set) of a structure of composition C37H46CeN10O5S2.

The geometry in ORCA input format:
```
! wB97M-V def2-TZVPD RIJCOSX def2/J DEFGRID3
* xyz 0 1
Ce 1.000 0.848 0.060
C 0.547 -3.483 4.269
C -0.847 -3.158 3.736
N -0.933 -3.294 2.294
C -1.160 -4.635 1.761
C -2.628 -4.880 1.421
C -0.723 -2.267 1.442
S -0.392 -0.706 2.073
N -0.884 -2.561 0.152
C -0.200 -1.999 -0.829
O 0.824 -1.267 -0.671
C -0.591 -2.429 -2.195
C -1.767 -3.133 -2.435
C -2.079 -3.552 -3.715
C -1.207 -3.291 -4.763
C -0.033 -2.586 -4.531
C 0.266 -2.139 -3.257
H 0.562 -3.387 5.355
H 1.268 -2.786 3.843
H 0.851 -4.496 4.006
H -1.092 -2.130 3.991
H -1.589 -3.822 4.186
H -0.824 -5.355 2.509
H -0.561 -4.756 0.861
H -3.255 -4.758 2.306
H -2.767 -5.890 1.039
H -2.940 -4.166 0.662
H -2.440 -3.333 -1.612
H -3.003 -4.084 -3.894
H -1.442 -3.642 -5.760
H 0.647 -2.383 -5.349
H 1.163 -1.565 -3.059
N -1.235 4.424 1.467
N -0.194 3.744 2.042
N 0.542 4.244 3.009
C 1.464 3.317 3.164
N 1.315 2.293 2.321
N 0.243 2.573 1.610
H -2.036 3.805 1.397
H -1.003 4.648 0.495
H 2.259 3.378 3.886
C 6.086 0.900 4.502
C 5.056 0.622 3.449
C 5.204 1.077 2.143
C 4.228 0.809 1.202
N 3.108 0.125 1.477
C 2.981 -0.336 2.728
C 3.911 -0.120 3.725
H 6.684 1.770 4.236
H 6.759 0.047 4.608
H 5.614 1.074 5.468
H 6.081 1.647 1.864
H 4.325 1.144 0.176
H 2.078 -0.897 2.933
H 3.744 -0.522 4.716
C 2.330 4.197 -0.666
C 3.207 3.767 -1.808
C 3.940 4.675 -2.545
C 4.752 4.268 -3.595
C 4.834 2.910 -3.886
C 4.121 1.969 -3.174
C 4.212 0.499 -3.471
C 3.253 2.366 -2.105
N 2.546 1.474 -1.420
H 2.440 5.263 -0.468
H 2.605 3.641 0.242
H 1.275 3.981 -0.890
H 3.885 5.730 -2.296
H 5.318 4.990 -4.167
H 5.474 2.576 -4.696
H 4.701 0.309 -4.427
H 3.209 0.068 -3.480
H 4.770 -0.025 -2.689
C -5.048 -0.529 3.240
C -4.945 -0.461 1.743
C -4.598 0.744 1.132
C -4.537 0.850 -0.244
C -4.776 -0.274 -1.021
C -5.096 -1.487 -0.438
C -5.189 -1.571 0.943
S -4.860 -0.128 -2.788
O -5.428 1.164 -3.083
O -5.576 -1.267 -3.296
N -3.333 -0.258 -3.464
C -2.143 0.425 -2.929
C -2.169 1.956 -2.842
C -1.466 2.485 -1.568
O -1.504 3.687 -1.320
O -0.894 1.605 -0.818
H -5.813 0.157 3.606
H -4.096 -0.230 3.677
H -5.284 -1.536 3.579
H -4.385 1.608 1.751
H -4.325 1.797 -0.718
H -5.313 -2.334 -1.075
H -5.461 -2.510 1.407
H -3.464 -0.088 -4.456
H -1.306 0.084 -3.538
H -1.991 0.036 -1.925
H -3.201 2.306 -2.850
H -1.653 2.433 -3.676
*
```

The calculation puts the HOMO-LUMO gap (spin up / spin down) at 5.706 / 5.731 eV. For the relative energy (zero: lowest compared OMol25 entry of this formula, charge and spin), the calculation gives 6.0 kcal/mol.



Number 1: F_max 0.032 Eh/bohr. Number 2: F_max 0.012 Eh/bohr. Number 3: F_max 0.153 Eh/bohr. Number 4: F_max 0.034 Eh/bohr. Number 5: F_max 0.016 Eh/bohr. Number 6: F_max 0.064 Eh/bohr. Number 7: F_max 0.049 Eh/bohr. Number 8: F_max 0.003 Eh/bohr. Number 9: F_max 0.097 Eh/bohr. Number 10: F_max 0.021 Eh/bohr. Number 11: F_max 0.096 Eh/bohr.